Record 1
{
  "formula": "C20H18N4O4S",
  "method": "ωB97M-V with the def2-TZVPD basis set",
  "elements": ["C", "C", "H", "H", "C", "C", "N", "N", "C", "N", "C", "C", "C", "O", "H", "C", "O", "C", "C", "C", "C", "C", "C", "H", "H", "N", "C", "O", "C", "C", "C", "C", "O", "H", "H", "H", "H", "H", "H", "H", "H", "S", "H", "H", "H", "H", "H"],
  "coordinates": [[3.793286, 6.792997, 0.889276], [2.545633, 7.073830, 0.062586], [2.756561, 6.905490, -0.995992], [2.252605, 8.117418, 0.185402], [1.369521, 6.186520, 0.487870], [1.652337, 4.753172, 0.253664], [1.645482, 3.858849, 1.153851], [1.940568, 2.638406, 0.685564], [2.196457, 2.563262, -0.653538], [2.498152, 1.488543, -1.298213], [2.574864, 0.348143, -0.563648], [2.341123, 0.310444, 0.776636], [1.987795, 1.482064, 1.528485], [1.749824, 1.577658, 2.705079], [2.410972, -0.614603, 1.325229], [2.956609, -0.873196, -1.359927], [2.604502, -2.089395, -0.757512], [1.278273, -2.414639, -0.664592], [0.996610, -3.656116, -0.095159], [-0.301136, -4.095662, 0.046346], [-1.357349, -3.293847, -0.382951], [-1.076500, -2.054251, -0.948092], [0.226503, -1.612711, -1.090343], [0.403259, -0.643505, -1.529913], [-1.887095, -1.421178, -1.281827], [-2.695544, -3.677435, -0.270671], [-3.216562, -4.841033, 0.214044], [-2.577019, -5.777964, 0.649016], [-4.688755, -4.867182, 0.159266], [-5.554416, -5.854457, 0.554060], [-6.853014, -5.373021, 0.282878], [-6.687813, -4.132797, -0.255619], [-5.388204, -3.814029, -0.335905], [-7.392272, -3.404966, -0.608023], [-7.779717, -5.877497, 0.462893], [-5.277758, -6.795520, 0.981362], [-3.364781, -2.995018, -0.601859], [-0.507921, -5.056417, 0.486255], [1.821912, -4.267509, 0.232651], [4.048595, -0.904087, -1.447012], [2.541273, -0.781513, -2.372228], [2.051438, 4.140891, -1.367774], [0.481069, 6.467577, -0.083245], [1.160641, 6.315245, 1.550718], [4.602254, 7.454180, 0.589521], [4.124474, 5.765796, 0.754882], [3.593262, 6.949062, 1.946514]],
  "atomic_forces_ev_per_a": [[-0.10, 0.09, -0.19], [0.01, -0.08, 0.22], [-0.01, 0.13, -0.05], [-0.03, 0.00, -0.11], [0.03, 0.36, -0.11], [0.11, -0.35, -0.80], [-0.32, 0.58, 1.24], [0.24, -0.40, -0.92], [0.06, -0.23, -0.06], [0.08, 0.20, -0.59], [-0.11, 0.04, 0.62], [0.13, -0.25, -0.26], [-0.04, 0.12, 0.16], [-0.01, -0.03, 0.13], [-0.02, -0.07, 0.05], [0.10, 0.09, -0.18], [0.03, -0.13, 0.18], [-0.24, -0.24, 0.05], [0.17, 0.38, -0.15], [-0.08, -0.08, 0.04], [0.44, 0.10, -0.03], [-0.09, -0.26, 0.10], [0.29, 0.04, -0.05], [0.01, 0.08, -0.05], [-0.08, 0.06, -0.04], [-0.43, 0.19, -0.09], [0.06, 0.38, -0.18], [-0.09, -0.06, 0.03], [-0.54, -1.11, 0.47], [0.76, 0.55, -0.20], [-0.06, 0.54, -0.24], [-0.63, -0.51, 0.20], [0.41, 0.26, -0.10], [0.00, 0.15, -0.07], [-0.23, -0.04, 0.01], [0.14, -0.18, 0.08], [0.06, -0.18, 0.09], [0.01, -0.02, 0.01], [0.10, -0.09, 0.05], [-0.16, 0.05, -0.06], [0.01, 0.00, 0.13], [-0.08, 0.08, 0.44], [-0.06, -0.02, 0.09], [-0.06, -0.04, -0.03], [0.12, 0.02, 0.02], [0.09, -0.11, 0.03], [0.02, 0.00, 0.13]],
  "lowdin_charge": [-0.100, -0.267, 0.091, 0.109, -0.197, -0.557, 0.130, -0.016, -0.572, 0.104, -0.265, 0.077, -0.403, 0.090, 0.132, -0.141, -0.045, -0.272, 0.011, 0.003, -0.220, -0.015, -0.013, 0.108, 0.113, 0.141, -0.403, 0.083, -0.184, 0.013, -0.048, -0.106, 0.040, 0.123, 0.103, 0.120, 0.139, 0.102, 0.121, 0.144, 0.135, 1.124, 0.118, 0.126, 0.073, 0.069, 0.080],
  "lumo_ha": 0.0070,
  "fmax_ha_per_bohr": 0.0275,
  "homo_energy_ev": -7.945,
  "molar_mass_g_mol": 410.5,
  "orbital_gap_ev": 8.14,
  "smiles": "CCCc1nn2c(=O)cc(COc3ccc(NC(=O)c4ccco4)cc3)nc2s1",
  "spin_multiplicity": 1,
  "relative_energy_kcal_mol": 48.7
}



Record 2
{
  "formula": "C20H22N6O2SV",
  "method": "ωB97M-V with the def2-TZVPD basis set",
  "elements": ["V", "C", "C", "N", "N", "C", "N", "S", "C", "C", "C", "C", "C", "N", "H", "H", "H", "H", "H", "H", "H", "H", "H", "H", "C", "N", "C", "C", "C", "O", "N", "C", "O", "H", "H", "H", "H", "H", "C", "C", "C", "C", "C", "C", "C", "H", "H", "H", "H", "H", "H", "H"],
  "coordinates": [[0.650994, -0.150207, -1.045730], [0.071215, -2.908230, 2.203005], [-0.002732, -2.047865, 0.994585], [0.840888, -1.146332, 0.686268], [2.057938, -1.045423, 1.404512], [3.099309, -1.259032, 0.511557], [4.300656, -1.039585, 1.021204], [2.830987, -1.748881, -1.087475], [-0.992941, -2.288055, -0.122122], [-1.980080, -3.239104, -0.100447], [-2.689785, -3.503001, -1.270137], [-2.380322, -2.818462, -2.422999], [-1.396048, -1.841478, -2.370347], [-0.719966, -1.590645, -1.252055], [1.035608, -3.416933, 2.220965], [-0.723569, -3.646703, 2.223840], [0.007023, -2.300551, 3.105359], [2.115006, -0.123633, 1.865129], [4.430670, -0.779089, 1.985786], [5.104955, -1.133993, 0.423711], [-2.204704, -3.774215, 0.810782], [-3.471798, -4.250695, -1.269624], [-2.899730, -3.012549, -3.350680], [-1.135336, -1.249647, -3.237812], [3.377210, 4.309653, 1.315735], [2.914219, 3.430777, 0.232171], [2.881962, 3.860442, -1.059706], [2.418301, 3.101459, -2.079134], [1.942083, 1.828556, -1.699418], [1.354701, 0.968656, -2.505978], [2.006574, 1.388627, -0.441950], [2.469858, 2.162021, 0.575608], [2.508359, 1.779516, 1.744854], [3.892901, 5.154825, 0.868809], [4.054085, 3.759698, 1.960559], [2.533260, 4.658655, 1.905301], [3.257246, 4.863390, -1.212494], [2.391552, 3.447925, -3.098878], [-0.867530, 1.132047, -0.232883], [-2.277644, 0.670457, -0.050711], [-3.205697, 0.630910, -1.092276], [-4.487185, 0.133384, -0.899433], [-4.881933, -0.348351, 0.345180], [-3.978408, -0.300405, 1.397594], [-2.698797, 0.202661, 1.196546], [-0.462838, 1.468413, 0.724144], [-0.806569, 1.964797, -0.945810], [-2.923462, 1.016893, -2.067562], [-5.189667, 0.131105, -1.724760], [-5.884940, -0.725611, 0.496640], [-4.274056, -0.638756, 2.383765], [-2.011827, 0.262569, 2.036809]],
  "atomic_forces_ev_per_a": [[0.67, 1.74, 0.19], [-0.02, -0.02, 0.06], [-0.78, -0.52, -0.49], [0.25, -0.25, 0.56], [-0.40, -0.10, -0.27], [-0.07, 0.10, 0.04], [0.15, -0.06, -0.17], [0.02, 0.16, 0.36], [0.59, 0.26, 0.17], [-0.30, -0.19, 0.09], [-0.05, -0.13, 0.23], [-0.01, 0.19, -0.15], [-0.11, -0.21, 0.26], [-0.55, -0.90, -0.35], [0.01, -0.02, 0.01], [0.04, 0.01, 0.01], [0.01, 0.03, -0.01], [0.10, 0.08, -0.05], [-0.03, 0.00, 0.01], [0.01, 0.00, 0.03], [-0.04, -0.01, -0.06], [0.02, 0.01, 0.01], [0.01, 0.02, 0.01], [0.01, 0.01, -0.03], [-0.01, -0.10, -0.23], [0.06, 0.18, -0.04], [0.11, 0.11, 0.17], [0.07, 0.11, 0.08], [-0.52, -0.99, -0.87], [0.49, 0.71, 0.36], [0.08, 0.38, -0.02], [-0.12, -0.25, 0.06], [0.00, -0.04, -0.04], [0.00, 0.02, 0.03], [0.02, -0.02, 0.02], [-0.04, -0.01, 0.02], [-0.02, 0.00, -0.03], [-0.02, -0.02, 0.01], [-0.18, -0.27, -0.06], [0.38, -0.06, 0.12], [-0.04, 0.02, -0.14], [-0.01, -0.03, 0.02], [0.10, 0.07, -0.06], [0.05, 0.02, -0.02], [-0.02, -0.06, 0.18], [0.04, 0.08, -0.03], [-0.02, -0.03, -0.01], [-0.01, -0.02, 0.01], [0.02, 0.00, 0.02], [0.02, 0.01, -0.01], [0.01, 0.01, -0.02], [-0.02, -0.01, -0.02]],
  "lowdin_spin": [1.948, 0.003, 0.018, -0.007, 0.001, 0.002, 0.000, -0.002, 0.013, 0.000, 0.018, -0.001, 0.028, 0.008, 0.001, 0.000, 0.001, 0.000, 0.000, 0.000, 0.000, 0.001, 0.000, 0.003, 0.000, -0.001, 0.004, 0.000, 0.011, 0.009, 0.003, 0.002, 0.005, 0.000, 0.000, 0.000, 0.000, 0.000, -0.047, 0.001, -0.007, 0.001, -0.008, 0.001, -0.007, 0.002, -0.002, 0.000, 0.000, -0.001, 0.000, 0.000],
  "lumo_ha": [-0.1342, -0.1396],
  "fmax_ha_per_bohr": 0.0365,
  "charge": 1,
  "homo_energy_ev": [-10.505, -10.407],
  "molar_mass_g_mol": 461.4,
  "orbital_gap_ev": [6.85, 6.61],
  "spin_multiplicity": 3,
  "relative_energy_kcal_mol": 0.0
}



Number 2 is which compound? C20H22N6O2SV